C17H17Br2NOPd | wB97M-V/def2-TZVPD

Each line ends with the natural charge from an NBO analysis.
CARTESIAN COORDINATES (ANGSTROEM)
C  -0.4683  0.3975  -3.7604  -0.48
C  -1.1497  2.6154  -1.3026  -0.30
C  -1.4613  0.6240  -2.5935  -0.06
H  0.2121  -0.4318  -3.5065  0.20
C  -2.3822  2.0474  -0.7301  -0.28
H  -0.9130  3.5223  -0.7177  0.21
H  -2.1499  1.3365  -3.0903  0.14
H  -2.8596  2.7468  -0.0389  0.21
C  -2.3848  -0.2361  -1.8556  -0.49
H  -1.9160  -0.8856  -1.1064  0.21
H  -2.9892  -0.8491  -2.5306  0.23
C  0.2879  1.7649  -3.4749  -0.39
H  0.6523  2.1931  -4.4169  0.20
H  1.1569  1.5482  -2.8398  0.24
C  -0.6111  2.8360  -2.7322  -0.43
H  -1.4452  3.1165  -3.3892  0.21
H  0.0121  3.7338  -2.6509  0.22
C  -3.2633  0.8948  -1.1671  -0.43
H  -4.0247  1.2512  -1.8765  0.22
H  -3.7980  0.4968  -0.2963  0.21
Pd  -0.8201  1.4072  0.0534  0.90
H  -0.7086  0.2505  -4.8100  0.22
Br  4.3668  0.5141  -0.9587  0.08
C  3.2251  -0.4700  0.1685  -0.23
C  3.6433  -1.6055  0.8474  -0.21
C  2.7742  -2.3435  1.6552  -0.13
Br  3.4382  -3.8956  2.5422  0.04
C  1.4096  -1.9638  1.8200  -0.10
C  0.4510  -2.6571  2.5888  -0.11
C  -0.8498  -2.2048  2.6430  -0.27
C  -1.2173  -1.0452  1.9476  0.05
N  -0.3189  -0.3682  1.2181  -0.52
C  0.9694  -0.7871  1.1344  0.07
C  1.8703  -0.0050  0.2978  0.44
O  1.4636  1.0479  -0.3027  -0.77
H  4.6717  -1.9251  0.7423  0.24
H  0.7615  -3.5482  3.1244  0.24
H  -1.6127  -2.7218  3.2162  0.23
H  -2.2351  -0.6532  1.9772  0.20

For the HOMO energy (alpha / beta), the calculation gives -7.20 / -7.19 eV. The largest force on an atom is 0.157 hartree/bohr. The value obtained for the HOMO-LUMO gap (alpha / beta) is 6.9524 / 5.1413 eV. As for the energy above the lowest of the compared OMol25 structures with the same formula, charge and spin: 0.000 eV. The lowest unoccupied orbital energy (alpha / beta) comes out at -0.246 / -2.046 eV. The value obtained for the molar mass is 517.557 g mol⁻¹. The expectation value of S² is 2.01. Its multiplicity is 3.


C17H17CaF9N2O | wB97M-V/def2-TZVPD

Each line ends with the natural charge from an NBO analysis.
CARTESIAN COORDINATES (ANGSTROEM)
C  -2.1334  1.3358  0.8670  -0.96
C  -1.7826  -1.4541  2.2538  -0.27
H  -1.4816  2.0293  1.4729  0.16
H  -2.7925  0.8280  1.5853  0.17
H  -2.7591  1.9343  0.1613  0.20
H  -1.6800  -2.3223  2.9200  0.20
H  -2.6652  -0.8472  2.5430  0.21
H  -1.9544  -1.7924  1.2142  0.24
C  1.0752  3.0356  -1.8744  0.05
C  1.1025  3.7401  -3.0934  -0.33
C  1.1473  3.0590  -4.3276  -0.19
C  1.1448  1.6554  -4.2832  -0.22
H  1.0715  3.5253  -0.8936  0.19
H  1.1595  4.8198  -3.0545  0.21
H  1.2479  3.6151  -5.2797  0.22
H  1.3410  1.0659  -5.1885  0.21
N  1.0276  1.6861  -1.8673  -0.65
C  1.0284  0.9866  -3.0391  0.12
C  0.9339  -0.5036  -2.9296  0.09
N  1.0258  -1.0596  -1.6759  -0.70
C  0.8597  -2.3929  -1.4868  0.03
C  0.5217  -2.6917  -3.8877  -0.22
C  0.5708  -3.2211  -2.5824  -0.32
H  0.9786  -2.7614  -0.4478  0.18
H  0.4077  -4.2676  -2.3755  0.21
C  0.7496  -1.3182  -4.0674  -0.20
H  0.8436  -0.8311  -5.0541  0.21
H  0.3199  -3.3360  -4.7538  0.22
Ca  0.3296  0.3098  0.0463  1.77
C  -2.0356  -0.0304  -0.8173  -1.04
H  -1.5801  -1.0377  -1.0290  0.16
H  -2.0758  0.4661  -1.7915  0.21
H  -3.0926  -0.2289  -0.5708  0.20
F  0.5900  -2.7741  3.7564  -0.30
C  1.2241  -1.5667  3.7285  0.97
F  1.9285  -1.3801  4.8816  -0.29
F  2.1063  -1.5805  2.6914  -0.31
C  0.2088  -0.4370  3.4878  0.00
O  -0.5929  -0.6238  2.2921  -0.55
C  -0.6072  -0.1020  4.7577  0.97
F  0.1480  0.5354  5.6961  -0.30
F  -1.6775  0.6703  4.4111  -0.29
F  -1.0975  -1.2313  5.3314  -0.30
C  1.0286  0.8171  3.2014  0.99
F  2.0908  1.0317  3.9819  -0.27
F  1.5535  0.7052  1.8886  -0.38
F  0.2429  1.9396  3.2010  -0.29

For the HOMO energy (alpha / beta), the calculation gives -4.79 / -4.48 eV. The largest force on an atom is 0.055 hartree/bohr. The value obtained for the HOMO-LUMO gap (alpha / beta) is 5.0358 / 4.7757 eV. As for the energy above the lowest of the compared OMol25 structures with the same formula, charge and spin: 0.000 eV. The lowest unoccupied orbital energy (alpha / beta) comes out at 0.249 / 0.291 eV. The value obtained for the molar mass is 476.396 g mol⁻¹.


C17H17Cl2F5FeN3S2 | wB97M-V/def2-TZVPD

Each line ends with the natural charge from an NBO analysis.
CARTESIAN COORDINATES (ANGSTROEM)
Fe  2.0819  0.1742  0.8788  1.35
N  -0.3145  0.6594  -2.6242  -0.58
C  -1.6940  0.8366  -2.3254  0.20
C  -2.6432  0.5451  -3.2883  -0.24
C  -3.9911  0.7060  -2.9975  -0.18
C  -4.3824  1.1250  -1.7378  -0.20
C  -3.4282  1.3794  -0.7620  -0.17
C  -2.0846  1.2570  -1.0642  -0.25
S  -0.8562  1.6722  0.1484  0.51
N  0.4909  0.8166  -0.4304  -0.78
C  0.6209  0.4769  -1.6630  0.44
C  1.9175  -0.1450  -2.0530  0.16
C  2.3558  -0.2044  -3.3632  -0.22
C  3.5818  -0.7961  -3.6393  -0.11
C  4.3305  -1.3113  -2.5998  -0.23
C  3.8392  -1.1796  -1.3107  0.08
N  2.6675  -0.6088  -1.0378  -0.56
H  -0.1312  0.2427  -3.5222  0.41
H  -2.3296  0.2027  -4.2678  0.22
H  -4.7304  0.4954  -3.7575  0.23
H  -5.4309  1.2446  -1.5040  0.23
H  -3.7291  1.6789  0.2324  0.23
H  1.7777  0.2264  -4.1685  0.23
H  3.9431  -0.8460  -4.6574  0.25
H  5.2824  -1.7924  -2.7694  0.25
H  4.3947  -1.5537  -0.4612  0.22
F  2.4224  0.6263  3.4498  -0.38
C  1.7843  -0.4508  2.8160  0.13
F  2.7620  -1.4534  2.8169  -0.37
C  0.6651  -0.9118  3.7292  0.91
F  1.0980  -1.1434  4.9712  -0.30
F  -0.2835  0.0336  3.7922  -0.32
F  0.1299  -2.0381  3.2539  -0.31
Cl  4.9526  0.6437  1.3738  0.01
C  4.4629  2.3229  1.6031  -0.38
Cl  2.9485  2.6245  0.7081  0.00
H  5.2273  2.9812  1.2090  0.25
H  4.2646  2.4906  2.6552  0.26
C  -3.2725  0.0403  2.9571  -0.75
S  -2.7550  -1.0673  1.6368  0.16
C  -3.8112  -2.4844  1.9841  -0.74
H  -4.3084  0.3536  2.8275  0.21
H  -2.6199  0.9111  2.9168  0.23
H  -3.1512  -0.4346  3.9296  0.23
H  -3.5572  -2.9300  2.9450  0.22
H  -3.6341  -3.2139  1.1965  0.23
H  -4.8630  -2.2019  1.9731  0.22

For the HOMO energy (alpha / beta), the calculation gives -10.37 / -10.37 eV. The largest force on an atom is 0.024 hartree/bohr. The value obtained for the HOMO-LUMO gap (alpha / beta) is 6.5401 / 6.3521 eV. As for the energy above the lowest of the compared OMol25 structures with the same formula, charge and spin: 0.000 eV. The lowest unoccupied orbital energy (alpha / beta) comes out at -3.832 / -4.020 eV. The value obtained for the molar mass is 549.219 g mol⁻¹. Its net charge is +1. The expectation value of S² is 6.01. Its multiplicity is 5.


C17H17CoN2O7SSeSi | wB97M-V/def2-TZVPD

Each line ends with the Mulliken spin population.
CARTESIAN COORDINATES (ANGSTROEM)
Co  0.6224  -1.2239  -1.3611  1.08
O  -0.8298  -3.4064  -4.3889  0.04
C  -0.1164  -2.8483  -3.3956  0.15
O  -0.6727  -1.9689  -2.6656  0.09
C  1.2160  -3.2326  -3.1549  0.23
C  2.0562  -4.1988  -3.7635  0.07
C  3.3165  -4.3797  -3.2607  -0.01
C  3.7818  -3.6175  -2.1521  0.22
C  2.9326  -2.6784  -1.6257  -0.05
N  1.7156  -2.4980  -2.1165  0.22
C  3.1678  -1.7115  -0.4553  -0.02
O  4.2064  -1.7200  0.1794  0.00
O  2.1444  -0.9297  -0.2576  0.00
H  -1.6865  -2.9598  -4.3656  0.00
H  1.6827  -4.7676  -4.6058  0.02
H  3.9763  -5.1096  -3.7149  0.00
H  4.7673  -3.7513  -1.7281  0.01
C  0.3282  3.3102  3.1690  0.01
Si  1.1658  1.8118  3.9058  -0.03
C  0.1578  1.2875  5.3951  0.00
C  2.8865  2.3457  4.4421  0.03
Se  1.4652  0.0653  2.4981  0.95
H  0.1909  4.0853  3.9309  0.00
H  -0.6512  3.0276  2.7670  0.00
H  0.9240  3.7235  2.3487  0.00
H  0.0843  2.0843  6.1455  0.00
H  0.5920  0.3990  5.8638  0.00
H  -0.8545  1.0316  5.0592  0.00
H  2.8457  3.0345  5.2941  0.00
H  3.3842  2.8516  3.6081  0.00
H  3.4991  1.4812  4.7187  0.00
O  -0.3389  1.0877  -2.7451  0.01
C  -1.0263  0.8902  -1.7603  -0.04
N  -0.6256  0.1265  -0.6873  0.00
S  -1.7472  0.0680  0.4856  0.02
O  -1.4212  0.9213  1.6052  0.01
O  -2.1002  -1.2922  0.7859  0.00
C  -3.0018  0.9261  -0.4358  0.00
C  -4.3074  1.2169  -0.0933  0.00
C  -5.0491  1.9789  -0.9873  0.00
C  -4.4815  2.4412  -2.1755  0.00
C  -3.1636  2.1429  -2.4967  0.00
C  -2.4317  1.3834  -1.6047  0.00
H  -4.7346  0.8480  0.8317  0.00
H  -6.0810  2.2147  -0.7596  0.00
H  -5.0808  3.0389  -2.8523  0.00
H  -2.7075  2.4702  -3.4242  0.00

For the HOMO energy (alpha / beta), the calculation gives -3.27 / -5.26 eV. The largest force on an atom is 0.016 hartree/bohr. The value obtained for the HOMO-LUMO gap (alpha / beta) is 5.8771 / 6.6448 eV. The lowest unoccupied orbital energy (alpha / beta) comes out at 2.606 / 1.390 eV. The value obtained for the molar mass is 559.376 g mol⁻¹. Its net charge is -1. The expectation value of S² is 3.77. Its multiplicity is 4.